Entry 1:
A structure of composition C37H38CsN7O4. Source: the OMol25 dataset; level of theory: the ωB97M-V functional and the def2-TZVPD basis.

```
87
Properties=species:S:1:pos:R:3:forces:R:3
Cs 0.3462 -0.0578 -0.1146 -0.1736 1.0736 -0.2973
C -1.9348 -7.1965 0.8132 -0.0062 0.0691 -0.0052
C -1.5140 -5.9277 0.1230 -0.0030 -0.0709 0.0087
C -0.8100 -5.9219 -1.0396 0.0220 0.0003 -0.0250
C -0.4052 -4.7061 -1.6568 -0.0087 0.0546 0.0547
C 0.2508 -4.7159 -2.8921 -0.0043 -0.0575 -0.0187
N 0.6672 -3.6237 -3.4849 0.0096 0.0442 0.0141
C 1.1042 -3.5307 -4.8593 -0.0098 0.0119 -0.0554
C 0.0204 -2.8729 -5.7182 0.0115 0.0274 0.0235
C -0.2273 -1.4074 -5.3789 -0.0141 -0.0563 0.0317
N 0.7861 -0.5667 -6.0113 -0.0179 -0.0031 -0.0132
C 0.8299 0.7642 -6.0237 0.0107 0.0116 -0.0141
C 0.2730 1.7020 -5.1727 -0.0169 0.0480 0.0386
C 0.1892 3.0494 -5.6731 -0.0025 -0.0261 0.0220
C -0.3775 4.0499 -4.9640 0.0166 0.0711 -0.1056
C -0.4938 5.4561 -5.4845 0.0030 -0.0372 0.0639
C -0.8774 3.7402 -3.6572 0.0102 -0.0777 0.0268
C -0.7950 2.5084 -3.0946 -0.0522 0.1547 0.0121
C -1.2844 2.3066 -1.6981 -0.0804 0.0450 -0.0528
N -2.2258 1.5677 -1.2971 0.0441 0.0036 -0.0181
C -2.9652 0.7463 -2.2448 -0.0658 -0.0500 -0.0147
C -3.9387 -0.2046 -1.5494 0.0482 -0.0089 0.0236
C -3.3237 -1.4851 -0.9840 -0.0112 0.0068 -0.0528
N -2.6881 -1.2878 0.3137 -0.0267 -0.0340 0.0075
C -1.9297 -2.1853 0.7843 -0.1045 -0.0256 0.0242
C -1.5280 -3.4694 0.1355 -0.0461 -0.0480 0.0121
C -1.8585 -4.6696 0.6938 0.0356 0.0287 0.0025
C -0.7241 -3.4373 -1.0595 0.0167 -0.0085 -0.0561
O -0.3353 -2.3411 -1.5648 -0.1914 -0.3307 -0.1634
C -0.1125 1.4257 -3.7932 0.0741 -0.1957 -0.0710
O 0.1988 0.3745 -3.2082 -0.0788 0.0543 -0.0539
H -1.5955 -8.0734 0.2636 0.0057 -0.0048 -0.0002
H -3.0215 -7.2535 0.9043 0.0013 -0.0115 0.0040
H -1.5196 -7.2468 1.8214 0.0049 -0.0182 0.0002
H -0.5345 -6.8585 -1.5152 -0.0030 -0.0053 0.0076
H 0.4090 -5.6597 -3.4111 0.0103 0.0091 -0.0081
H 0.4582 -2.7750 -2.9132 -0.0052 -0.0139 0.0060
H 1.3215 -4.5331 -5.2318 0.0113 -0.0070 0.0233
H 2.0286 -2.9499 -4.8967 0.0087 -0.0126 0.0004
H -0.9112 -3.4232 -5.5752 0.0009 -0.0034 -0.0092
H 0.2825 -2.9739 -6.7768 -0.0059 -0.0129 -0.0047
H -0.2208 -1.2229 -4.3030 0.0003 -0.0080 -0.0142
H -1.2093 -1.0954 -5.7471 0.0093 0.0252 -0.0114
H 1.2785 -1.0079 -6.7721 0.0044 0.0032 0.0021
H 1.3756 1.1589 -6.8774 -0.0027 -0.0008 0.0031
H 0.5715 3.2447 -6.6704 0.0006 0.0092 0.0002
H -0.0649 5.5453 -6.4815 0.0092 -0.0100 -0.0031
H 0.0274 6.1555 -4.8274 -0.0092 0.0234 -0.0180
H -1.5371 5.7739 -5.5364 -0.0022 0.0024 0.0015
H -1.3286 4.5448 -3.0825 -0.0009 0.0000 0.0060
H -0.7625 2.8802 -0.9240 -0.0720 0.0788 -0.0736
H -2.2731 0.1702 -2.8707 0.0147 0.0096 0.0064
H -3.5289 1.4093 -2.9112 0.0200 0.0094 -0.0020
H -4.6900 -0.5020 -2.2868 -0.0071 0.0019 -0.0025
H -4.4573 0.3309 -0.7514 0.0004 0.0034 -0.0019
H -2.6223 -1.9012 -1.7142 -0.0130 -0.0017 -0.0034
H -4.1233 -2.2214 -0.8481 0.0078 -0.0016 0.0213
H -1.5112 -1.9991 1.7779 -0.0377 -0.0159 -0.0045
H -2.4204 -4.6692 1.6239 -0.0023 0.0027 -0.0012
O 3.2545 -3.6571 0.8648 0.0892 0.0851 -0.0535
C 3.2659 -3.8193 2.2007 0.0209 0.0584 0.1162
C 3.8356 -4.9836 2.7184 0.0048 -0.0076 -0.0378
C 3.8865 -5.1878 4.0826 -0.0127 0.0008 0.0352
C 3.3695 -4.2375 4.9598 -0.0003 0.0076 -0.0053
C 2.7965 -3.0873 4.4497 -0.0004 -0.0626 -0.0061
C 2.7293 -2.8562 3.0757 0.0048 -0.0208 -0.0797
C 2.0660 -1.6358 2.5277 -0.0615 0.1826 0.0325
O 2.0629 -1.4604 1.2629 0.6434 -0.5836 0.4885
N 1.5225 -0.8247 3.4217 0.1646 -0.2427 0.2183
N 0.7795 0.1662 2.8637 -0.0456 0.1503 0.0602
C 0.4306 1.0941 3.6701 0.1113 -0.1583 0.0616
C -0.4850 2.1676 3.2828 -0.1124 0.1308 -0.0997
C -0.8671 3.1054 4.2473 0.0569 -0.0627 0.0099
C -1.7858 4.0831 3.9213 -0.0348 0.0306 -0.0226
C -2.3168 4.0976 2.6406 0.0198 -0.0045 0.0380
C -1.8751 3.1358 1.7441 0.0097 -0.0177 -0.0498
N -0.9726 2.2047 2.0342 -0.0170 -0.0430 0.0130
H 2.8741 -2.7419 0.7295 -0.1862 -0.1268 0.0100
H 4.2385 -5.7082 2.0223 0.0021 -0.0003 0.0016
H 4.3365 -6.0942 4.4696 -0.0005 -0.0038 -0.0019
H 3.4118 -4.3970 6.0292 0.0083 -0.0056 0.0006
H 2.3768 -2.3360 5.1038 0.0022 0.0071 -0.0062
H 0.7740 1.0788 4.7061 -0.0039 -0.0326 0.0028
H -0.4457 3.0449 5.2424 -0.0015 0.0020 -0.0012
H -2.0936 4.8150 4.6576 0.0013 -0.0027 0.0004
H -3.0566 4.8266 2.3397 -0.0002 0.0014 0.0022
H -2.2840 3.0941 0.7399 0.0012 -0.0067 -0.0005
```
Positions in Å, forces in eV/Å.

HOMO-LUMO gap: 5.98 eV
HOMO: -6.64 eV
total energy: -58153.621 eV
largest force on an atom: 1.1 eV Å⁻¹
molar mass: 777.7 Da



Entry 2:
A structure of composition C40H68F18N15O38S18. Source: the OMol25 dataset; level of theory: the ωB97M-V functional and the def2-TZVPD basis.

```
197
Properties=species:S:1:pos:R:3:forces:R:3
C 3.8633 -6.6825 5.6600 0.0675 0.2167 -0.7330
C 3.9022 -5.7886 4.4261 0.1732 1.6427 1.1580
N 2.9135 -6.0051 3.3676 -0.4935 -0.5983 -1.7016
C 3.2947 -5.1430 2.2017 0.8213 -0.4679 -0.2708
C 2.8637 -7.4583 3.0159 0.2787 -0.1565 2.0052
C 4.1977 -8.0348 2.5644 -1.1021 0.6250 -0.0980
C 1.5416 -5.5681 3.7629 0.9191 0.3706 0.9329
C 0.4076 -5.9094 2.8819 -1.9830 -0.3116 -0.7463
O -0.2556 -7.1641 3.0580 0.8986 0.7052 1.5225
C -0.5754 -7.7999 1.8717 -1.5248 -0.3004 -0.4854
H 4.2924 -7.6765 5.5246 -0.0119 0.0779 -0.1425
H 2.8421 -6.7879 5.9896 -0.2611 -0.0632 0.4498
H 4.4363 -6.1490 6.4093 -0.0365 -0.0455 0.2799
H 4.8640 -5.7382 3.9603 0.6544 -0.4931 -0.3068
H 3.7482 -4.7371 4.7204 -0.1249 -0.3399 0.2713
H 2.6831 -5.3210 1.3223 -0.1875 -0.1760 0.3194
H 4.3280 -5.3616 1.9425 -0.0857 0.0087 -0.0970
H 3.2380 -4.1052 2.4893 -0.0781 0.2755 0.2144
H 2.1684 -7.5843 2.2237 -0.6609 -0.0459 -0.6816
H 2.4067 -7.8990 3.9538 0.6702 0.0085 -1.1758
H 5.0528 -7.9157 3.1946 0.3175 0.3659 0.6684
H 4.3760 -7.5564 1.6059 0.3705 -0.6093 -0.3343
H 4.0005 -9.0853 2.5170 0.1750 -0.7271 -0.6724
H 1.6176 -4.4742 3.7451 -0.1857 -0.2551 0.6161
H 1.3978 -5.9574 4.7748 -0.3365 0.3386 -0.1045
H 0.5525 -5.8614 1.8051 0.6875 0.7314 -0.0500
H -0.3140 -5.1303 3.1534 -0.1915 -0.0180 -0.2724
H -0.7040 -7.0988 1.0351 0.5523 -0.2834 0.0634
H -1.5846 -8.2276 1.9769 0.3056 -0.1870 0.1654
H 0.1310 -8.6005 1.6908 0.2214 -0.1613 -0.5993
C 5.1219 -1.0113 1.9275 0.4497 1.1000 0.5796
C 4.2224 0.1781 2.1909 -0.6590 0.4527 0.3331
N 3.8304 0.8851 0.9230 -0.2451 0.2380 -1.2124
C 3.1411 -0.1036 0.0315 -1.4756 0.7961 -0.1692
C 2.7650 1.9758 1.1778 0.1304 -1.4094 -0.8086
C 3.3391 3.0589 2.0082 -1.2792 1.4781 0.7202
C 5.0691 1.4406 0.2042 -0.9154 0.2437 -0.2922
C 4.7664 2.5006 -0.9354 0.2346 0.2638 2.2013
O 6.0086 2.6874 -1.5724 -0.4391 0.1926 -0.5488
C 5.8181 3.5921 -2.6621 0.3585 0.6203 -0.6455
H 4.6618 -1.6643 1.2027 0.3788 -0.5872 0.1073
H 5.3182 -1.4715 2.8926 -0.2589 -0.4138 -0.0203
H 6.0985 -0.6152 1.6153 -0.2012 -0.4853 -0.3316
H 4.7430 0.9229 2.8094 -0.3021 -0.2298 -0.0807
H 3.2488 -0.0719 2.6704 0.9436 0.0154 -0.2920
H 2.3012 -0.5045 0.6473 0.5447 0.1260 -0.5872
H 3.8123 -0.8927 -0.2303 0.2177 -0.3177 -0.4360
H 2.7028 0.4089 -0.8782 0.6704 -0.6355 1.0373
H 1.8860 1.4278 1.5902 0.9190 0.6429 0.2021
H 2.4268 2.2365 0.1700 0.3665 0.5397 0.1155
H 3.3320 2.8094 3.0894 0.5439 0.3280 -0.9208
H 2.6420 3.9029 1.9173 -0.2365 -0.1807 0.2898
H 4.2161 3.5757 1.6005 0.2804 -0.7682 0.3916
H 5.5713 0.5540 -0.1512 0.1366 -0.0781 -0.6274
H 5.7459 1.8584 0.9542 -0.3429 0.2738 -0.0463
H 4.4823 3.4594 -0.3858 0.0002 -1.0229 -1.0006
H 3.9619 2.2259 -1.6463 0.3588 -0.0690 0.3819
H 5.9321 4.6737 -2.3843 -0.6078 -0.9348 0.1765
H 4.8757 3.3688 -3.1854 0.0712 0.4279 0.3596
H 6.5829 3.4370 -3.4203 0.3287 -0.3779 0.1889
C -1.7106 -1.7720 -0.5673 0.7942 0.9928 -0.7228
N -1.6016 -0.3436 -0.2198 -0.2049 -0.7960 2.9388
C -1.8548 0.6336 -1.0772 -0.6249 -0.0588 -1.5789
C -2.0127 1.9410 -0.7189 -0.2522 -0.4258 1.6158
C -1.9620 2.2174 0.6557 0.2432 0.0489 -0.4288
C -1.6524 1.2164 1.5794 -0.2326 -1.1886 -1.2664
C -1.5279 -0.0873 1.1335 0.0628 1.6819 -0.2832
C -2.0282 3.5889 1.1515 1.2654 -0.7320 0.5360
C -2.8151 4.5617 0.6010 -0.3182 -0.1229 0.2395
C -2.5679 5.8530 1.0212 -0.6856 0.4775 -1.3466
N -1.5284 6.1986 1.7738 0.8050 -1.0139 0.4979
C -0.7717 5.2238 2.3141 0.6240 -0.2777 0.5203
C -1.0531 3.8915 2.1135 0.0399 0.9950 -0.2057
C -1.1151 7.6087 1.9945 -0.5854 -0.2378 0.3569
H -1.4535 -2.3561 0.2923 -0.0243 -0.2972 0.4202
H -1.0018 -1.9683 -1.3629 -0.0035 -0.1585 -0.3177
H -2.7201 -1.9243 -0.8631 -0.7456 -0.5202 -0.3072
H -2.0882 0.3592 -2.1055 0.4094 -0.2006 0.0769
H -2.2953 2.6461 -1.4709 0.1018 0.4471 -0.2535
H -1.5783 1.4409 2.6201 -0.0858 -0.0741 0.4685
H -1.4003 -0.8583 1.8857 0.0696 -0.3619 -0.6726
H -3.6615 4.2311 -0.0249 0.5518 0.7661 0.2403
H -3.1619 6.6436 0.6157 -0.2016 0.5893 0.0017
H 0.1148 5.5093 2.8891 -0.6367 0.1572 -0.0718
H -0.4290 3.1674 2.6468 -0.2474 0.2255 -0.5084
H -0.3582 7.6103 2.7814 -0.1846 -0.0894 -0.0097
H -2.0362 8.1174 2.3852 1.0769 0.1028 -0.9606
H -0.6225 7.9225 1.0611 -0.7839 0.4850 0.3334
C -0.3987 -0.3281 -7.5958 1.0096 0.1309 0.6800
N -0.8264 -1.5503 -6.8581 -0.3942 0.7076 1.3077
C -2.0591 -1.5201 -6.2439 2.0991 -0.6283 -0.6090
C -2.3730 -2.5033 -5.3539 -0.0734 0.8442 -0.4495
C -1.5053 -3.4934 -4.9850 -0.0209 -0.3218 -0.0779
C -0.3256 -3.5300 -5.6752 0.5886 -0.0618 -0.1571
C 0.0313 -2.5470 -6.5612 -0.9421 0.2537 -0.1117
C -1.9204 -4.4439 -3.9354 -0.7984 0.3047 -0.2980
C -3.2440 -4.8863 -3.9862 0.6313 0.5490 -0.6861
C -3.7210 -5.6418 -2.9719 -0.3740 -0.8918 0.2981
N -2.9496 -6.0292 -1.9637 0.7121 -0.3974 0.3923
C -1.6783 -5.5553 -1.8635 -2.1110 -0.9065 1.7571
C -1.1726 -4.7643 -2.8151 1.3741 0.9034 -0.5613
C -3.4872 -6.8672 -0.8670 0.0550 0.3294 0.3580
H 0.7083 -0.3274 -7.7531 -1.0470 -0.1259 0.0928
H -0.6513 0.5782 -7.0145 0.0883 -0.6421 -0.1039
H -0.9602 -0.3308 -8.4971 -0.2382 0.1920 -0.9782
H -2.7319 -0.7030 -6.3806 -0.1167 0.6293 -0.3458
H -3.3067 -2.3474 -4.9297 -1.6281 -0.0179 1.1204
H 0.3784 -4.3036 -5.5441 0.7203 -0.7597 0.4165
H 0.9989 -2.6052 -7.0137 0.2658 0.5355 -0.3518
H -3.9127 -4.6063 -4.7926 0.1211 -0.0063 0.1422
H -4.7352 -5.9645 -2.9556 -0.5477 -0.1779 0.1025
H -1.2132 -5.7087 -0.8982 0.1443 -0.2296 -0.3798
H -0.2084 -4.3512 -2.5495 0.2233 0.1949 -0.6260
H -4.5690 -6.8701 -0.8703 -0.1644 0.2397 -0.2842
H -3.1739 -6.3819 0.0618 -0.0191 -0.3741 -0.1947
H -3.1513 -7.8994 -0.9101 0.3607 0.0525 -0.3340
N -4.9502 2.4756 -4.9933 -0.7287 2.7571 0.0898
S -6.2317 1.6802 -4.6000 -1.7505 0.7463 -4.7041
O -6.4830 1.4624 -3.2780 -0.3128 -0.4782 4.5574
O -6.3728 0.6221 -5.5322 -0.9368 -0.5069 -0.5508
F -7.3406 2.8238 -4.9936 1.2815 -1.0800 0.0334
S -3.6360 1.8203 -4.8537 5.5056 -4.4251 2.2758
O -3.7370 0.3347 -4.5809 0.4298 2.8620 -0.2556
O -2.5607 2.4976 -4.0713 -2.8723 -1.0470 -2.2877
F -3.0177 1.7088 -6.3935 -0.4284 0.7569 0.8320
N 0.7512 6.7955 -2.6217 1.3962 -1.8770 -1.7856
S -0.0851 7.8132 -1.8546 -2.6052 2.4304 -2.2452
O 0.7262 8.6569 -1.1370 2.5205 2.7007 2.6483
O -1.2602 7.3269 -1.2934 -2.3275 -1.3275 1.2166
F -0.6819 8.8210 -3.0131 1.0810 -1.5997 0.4313
S 1.2897 5.5886 -1.8305 2.7269 0.4002 2.2102
O 2.0337 4.6747 -2.6151 -0.5144 -0.6269 -0.9213
O 0.4620 5.1722 -0.7442 -0.4679 -0.6110 -0.0443
F 2.6675 6.1147 -0.8605 -1.7546 0.1516 -1.2282
N -5.8084 2.1781 3.3158 0.4237 1.8097 0.0335
S -5.9113 1.8607 1.8032 1.4945 0.6651 -1.3800
O -6.5196 0.6364 1.5718 -1.6225 -2.8821 0.1768
O -4.7303 2.0725 0.9936 0.1564 0.3661 0.4394
F -6.9273 2.9042 1.2167 -0.3250 0.7261 0.0004
S -5.3498 3.7003 3.6926 0.5770 -2.5409 0.8141
O -4.3019 3.6096 4.6505 0.1741 0.2475 0.4153
O -6.4353 4.5655 3.9152 -0.8334 0.7942 -0.0242
F -4.6190 4.2025 2.4043 -0.1500 0.7206 -0.2353
N 2.8848 -0.6349 5.1494 0.3264 3.2745 -0.0053
S 2.3542 -1.8748 5.8063 2.8773 -3.7180 -3.5550
O 1.5625 -1.8191 6.9237 -1.9109 0.4497 3.8329
O 3.3870 -2.9223 5.6603 -1.1842 1.3627 0.7807
F 1.3125 -2.3997 4.7109 -0.6861 -0.2389 -0.6911
S 2.1126 0.7958 5.0006 -1.5622 -1.9562 -4.1819
O 1.0800 1.1994 5.8654 0.7460 0.2372 2.2113
O 1.6190 0.8712 3.6160 1.2548 -0.1285 1.3415
F 3.4086 1.6455 5.0273 -0.2300 0.4455 0.6703
N 1.9669 0.1762 -5.0501 1.5149 0.3365 -0.7248
S 0.9454 0.0537 -3.8661 3.2911 0.9202 -3.1087
O 1.2606 0.7381 -2.6837 0.7417 0.2303 2.1654
O 0.4261 -1.2598 -3.8606 -0.4756 -1.9111 0.7683
F -0.1886 0.8538 -4.4283 -2.7552 1.6930 -1.0503
S 3.0608 0.9190 -6.0282 -3.5862 0.1309 1.9365
O 4.1242 1.6809 -5.4390 -0.5818 -0.9657 -0.1996
O 2.3790 1.4705 -7.1799 0.7113 -0.4762 0.7334
F 3.6392 -0.4381 -6.5349 0.9930 -0.3240 -0.4535
N 1.9747 -5.0725 -1.1700 -0.3405 1.2522 1.3038
S 1.9773 -6.5852 -1.2416 -2.1552 -1.6295 0.1663
O 0.6207 -6.9448 -1.0340 -0.9271 -1.1129 0.9804
O 3.0519 -7.2445 -0.6244 1.3411 -0.8571 1.8482
F 2.1700 -7.0021 -2.6801 0.3508 -0.1318 -2.6582
S 3.3726 -4.4443 -1.3493 2.9001 3.0551 -3.9408
O 4.0286 -5.0378 -2.5365 -0.6396 1.3016 2.8957
O 4.1690 -4.0036 -0.2089 -1.4210 -1.0437 -1.3013
F 2.7289 -3.0423 -1.9132 1.0476 -0.8351 0.6604
N 3.2560 6.8542 5.4055 0.3485 -0.5376 -0.5701
S 2.1723 5.8159 5.1245 -0.2207 -1.6952 0.8182
O 2.6168 4.5534 4.5996 0.1029 0.7321 -0.4299
O 0.9059 6.3176 4.7516 -0.9111 0.7479 -1.4010
F 1.8948 5.4627 6.6141 0.0819 -0.4176 1.1485
S 3.9553 8.0318 4.7579 -1.6378 4.0678 -1.1565
O 4.5582 8.0544 3.4729 0.4122 -1.7362 -0.3243
O 4.6179 8.6948 5.8123 1.0281 0.6672 0.9126
F 2.7079 9.1709 4.3366 0.8663 -1.7998 1.1150
N -5.9501 11.2442 -0.6284 2.3477 0.5190 1.1951
S -7.4063 10.9166 -0.8673 -0.6159 -1.8536 -1.1440
O -8.1188 12.0538 -1.3095 -0.7730 0.9562 0.1436
O -7.9328 10.0314 0.1156 -0.7603 0.0485 -0.0480
F -7.3004 10.0305 -2.2229 -0.4689 0.0897 0.5796
S -4.7744 10.2128 -0.6723 1.7051 -1.5083 -2.8569
O -3.6862 10.5038 0.2311 -1.4672 -0.1749 -0.1721
O -4.3962 9.9539 -2.0731 -0.6944 0.1561 2.6417
F -5.4058 8.7419 -0.1661 0.6868 1.8161 -0.2943
N -4.3364 -3.9630 -0.6904 -2.5858 1.3280 -3.6895
S -5.7720 -3.1697 -1.3466 0.4491 -1.5681 1.0262
O -6.8157 -3.2902 -0.3338 1.3944 0.7461 -2.4330
O -6.0026 -3.6132 -2.7440 0.9068 0.9678 3.1017
F -5.2796 -1.6400 -1.4586 -0.5672 -1.7285 0.1336
S -4.2274 -4.0325 0.8391 -1.1230 3.0035 1.1548
O -4.5593 -2.7602 1.4859 1.0360 -2.7168 -0.3289
O -2.9871 -4.7323 1.0690 -0.0551 0.1261 1.0407
F -5.3915 -5.0551 1.2720 0.7718 0.1764 0.2098
```
Positions in Å, forces in eV/Å.

HOMO-LUMO gap: 5.27 eV
HOMO: -3.87 eV
charge: -3
total energy: -386681.386 eV
largest force on an atom: 7.4 eV Å⁻¹
molar mass: 2286.2 Da



Q: Among the records above, which one has the highest molar mass?
A: C40H68F18N15O38S18



Q: Which of these has the highest total energy?
A: C37H38CsN7O4



Q: Which of these has the highest HOMO?
A: C40H68F18N15O38S18



Q: Among the records above, which one has the lowest molar mass?
A: C37H38CsN7O4